1.
# C23H41N4O13P2RhS

C23H41N4O13P2RhS as an isolated structure (the ωB97M-V functional and the def2-TZVPD basis, the Open Molecules 2025 dataset).

The HOMO energy (spin up / spin down) is -0.313 / -0.313 hartree. The gap between HOMO and LUMO (spin up / spin down) is 0.3219 / 0.2117 Ha. Its spin multiplicity is 5. The electronic energy is -3289.955412 hartree. The maximum force comes out at 0.36 eV/A. The calculation puts the lowest unoccupied orbital energy (spin up / spin down) at 0.2 / -2.8 eV.

Geometry as XYZ:
```
85
C23H41N4O13P2RhS | the Open Molecules 2025 dataset | the ωB97M-V functional and the def2-TZVPD basis
Rh -0.9415 -0.5920 0.4810
O -1.7251 -0.7799 -1.8573
P -3.1487 -0.1373 -1.4016
O -3.6273 0.8252 -2.4053
O -2.8263 0.4416 -0.0010
O -4.0970 -1.3845 -1.1573
P -4.0121 -2.1760 0.2970
O -4.6782 -1.1237 1.2975
O -4.7493 -3.4304 0.2486
O -2.5006 -2.1936 0.5969
H -1.5496 -1.7347 -1.6996
H -4.1862 -0.2906 1.2333
C -1.8086 6.2307 1.1627
C -2.1764 5.5160 2.4577
C -1.7717 4.0452 2.5096
C -2.5916 3.1116 1.6296
N -2.2899 3.2225 0.2013
C -1.3368 2.5422 -0.4192
S -0.0588 1.7607 0.4707
N -1.3560 2.5052 -1.7490
C -0.2902 1.9429 -2.5822
C 0.9004 2.8786 -2.7150
C 0.5532 4.2830 -3.2007
C -0.1238 4.3047 -4.5658
H -2.0656 7.2888 1.2142
H -2.3228 5.8114 0.2979
H -0.7366 6.1564 0.9699
H -3.2542 5.6007 2.6323
H -1.6963 6.0322 3.2928
H -1.8716 3.6781 3.5344
H -0.7153 3.9383 2.2514
H -3.6541 3.3461 1.7267
H -2.4541 2.0727 1.9267
H -3.0333 3.5574 -0.3963
H -2.2836 2.4747 -2.1711
H -0.7551 1.7602 -3.5505
H 0.0187 0.9743 -2.1901
H 1.5944 2.4085 -3.4192
H 1.4209 2.9351 -1.7553
H 1.4716 4.8737 -3.2379
H -0.0917 4.7717 -2.4649
H 0.4766 3.7754 -5.3087
H -0.2665 5.3253 -4.9207
H -1.1063 3.8317 -4.5409
O 1.1953 -0.6431 -0.7687
C 2.1995 -0.8955 -0.1378
O 2.4104 -0.4243 1.0772
C 3.2679 -1.8501 -0.6474
N 4.4961 -1.5996 0.1117
C 5.2102 -0.5859 -0.6857
C 4.9184 -0.9009 -2.1609
C 3.5837 -1.6773 -2.1402
H 2.8721 -2.8422 -0.4096
H 5.0412 -2.4509 0.1728
H 3.3143 -0.7494 1.3142
H 6.2684 -0.5819 -0.4312
H 4.8051 0.3940 -0.4211
H 5.7120 -1.5159 -2.5858
H 4.8581 0.0082 -2.7572
H 3.6945 -2.6553 -2.6059
H 2.7722 -1.1638 -2.6515
O 0.3938 -5.4638 -1.7804
C 0.9705 -5.5375 -0.5731
C 1.7230 -6.6782 -0.2811
C 2.3447 -6.8047 0.9425
C 2.2365 -5.8036 1.9092
C 1.4932 -4.6781 1.6231
C 0.8534 -4.5226 0.3894
C 0.1030 -3.2793 0.0904
O -0.4488 -3.1431 -1.0173
O 0.1096 -2.3825 1.0110
H -0.1010 -4.6119 -1.8033
H 1.7943 -7.4497 -1.0348
H 2.9211 -7.6967 1.1522
H 2.7251 -5.9112 2.8670
H 1.3855 -3.8845 2.3503
C -1.3139 -0.7426 5.0082
C -1.3906 -1.1908 3.5770
N -1.7432 -2.4398 3.3387
O -1.1370 -0.3574 2.6789
H -2.3231 -0.5697 5.3843
H -0.7515 0.1843 5.0646
H -0.8433 -1.5007 5.6323
H -1.9834 -3.0473 4.1027
H -1.9207 -2.7344 2.3727
```

List of Löwdin charges in e, atom by atom: number 1, Rh, carries 1.315; number 2, O, carries -0.173; number 3, P, carries 0.233; number 4, O, carries -0.254; number 5, O, carries -0.427; number 6, O, carries -0.225; number 7, P, carries 0.247; number 8, O, carries -0.120; number 9, O, carries -0.241; number 10, O, carries -0.395; number 11, H, carries 0.057; number 12, H, carries 0.040; number 13, C, carries -0.110; number 14, C, carries -0.260; number 15, C, carries -0.209; number 16, C, carries -0.194; number 17, N, carries 0.036; number 18, C, carries -0.699; number 19, S, carries 0.800; number 20, N, carries 0.033; number 21, C, carries -0.210; number 22, C, carries -0.208; number 23, C, carries -0.264; number 24, C, carries -0.108; number 25, H, carries 0.070; number 26, H, carries 0.055; number 27, H, carries 0.075; number 28, H, carries 0.106; number 29, H, carries 0.104; number 30, H, carries 0.114; number 31, H, carries 0.088; number 32, H, carries 0.133; number 33, H, carries 0.085; number 34, H, carries 0.157; number 35, H, carries 0.124; number 36, H, carries 0.129; number 37, H, carries 0.071; number 38, H, carries 0.117; number 39, H, carries 0.088; number 40, H, carries 0.105; number 41, H, carries 0.097; number 42, H, carries 0.077; number 43, H, carries 0.070; number 44, H, carries 0.066; number 45, O, carries -0.022; number 46, C, carries -0.496; number 47, O, carries 0.115; number 48, C, carries -0.225; number 49, N, carries -0.030; number 50, C, carries -0.180; number 51, C, carries -0.147; number 52, C, carries -0.099; number 53, H, carries 0.158; number 54, H, carries 0.128; number 55, H, carries 0.118; number 56, H, carries 0.117; number 57, H, carries 0.117; number 58, H, carries 0.105; number 59, H, carries 0.106; number 60, H, carries 0.116; number 61, H, carries 0.112; number 62, O, carries 0.081; number 63, C, carries -0.263; number 64, C, carries -0.009; number 65, C, carries -0.081; number 66, C, carries -0.094; number 67, C, carries -0.032; number 68, C, carries -0.082; number 69, C, carries -0.554; number 70, O, carries 0.008; number 71, O, carries -0.143; number 72, H, carries 0.082; number 73, H, carries 0.118; number 74, H, carries 0.103; number 75, H, carries 0.096; number 76, H, carries 0.114; number 77, C, carries 0.012; number 78, C, carries -0.536; number 79, N, carries 0.215; number 80, O, carries -0.105; number 81, H, carries 0.095; number 82, H, carries 0.086; number 83, H, carries 0.086; number 84, H, carries 0.127; number 85, H, carries 0.088

2.
# C43H51N6P2SSi2TeTi

C43H51N6P2SSi2TeTi as an isolated structure in a non-equilibrium geometry (the ωB97M-V functional and the def2-TZVPD basis, the Open Molecules 2025 dataset).

The HOMO energy is -0.353 hartree. The gap between HOMO and LUMO is 0.2363 Ha. The electronic energy is -4775.020241 hartree. The maximum force comes out at 1.56 eV/A. Its total charge is +1. The calculation puts the lowest unoccupied orbital energy at -3.2 eV.

Geometry as XYZ:
```
107
C43H51N6P2SSi2TeTi | the Open Molecules 2025 dataset | the ωB97M-V functional and the def2-TZVPD basis
Ti -0.0198 0.4893 1.5486
N 3.2006 -0.2240 1.4049
N 3.0078 1.1499 1.1986
C 1.7958 1.6569 1.1055
N 1.7031 2.9535 0.8504
S -1.1639 1.5163 -0.4322
H 3.3368 -0.4068 2.3950
H 3.9941 -0.5345 0.8573
H 3.8299 1.7418 1.1009
H 2.5004 3.5703 0.7631
H 0.7838 3.3581 0.7559
C -2.8207 4.0600 1.6939
Si -2.6513 2.4827 2.6471
C -3.8134 1.1881 2.0136
C -2.9626 2.7444 4.4544
N -0.9878 1.8222 2.4823
C 0.0392 2.1583 3.4079
C 0.2730 3.4549 3.8812
C 1.3039 3.6906 4.7627
C 2.1470 2.6461 5.1621
C 1.9549 1.3707 4.6766
C 0.8934 1.1076 3.8000
N 0.6299 -0.1775 3.2305
Si 0.3097 -1.5053 4.3783
C 1.8318 -1.9632 5.3409
C -1.0013 -0.8816 5.5274
C -0.2743 -2.9504 3.3821
H -3.8670 4.3750 1.6868
H -2.5043 3.9308 0.6573
H -2.2395 4.8724 2.1353
H -4.8419 1.5435 2.1087
H -3.7270 0.2736 2.6069
H -3.6372 0.9451 0.9643
H -4.0201 2.9711 4.6088
H -2.3835 3.5650 4.8779
H -2.7269 1.8410 5.0220
H -0.3666 4.2662 3.5569
H 1.4609 4.6886 5.1489
H 2.9512 2.8388 5.8593
H 2.6123 0.5661 4.9744
H 2.0400 -1.2625 6.1503
H 2.7231 -2.0434 4.7146
H 1.6655 -2.9435 5.7942
H -0.6749 0.0197 6.0513
H -1.2408 -1.6360 6.2806
H -1.9185 -0.6448 4.9823
H 0.1154 -2.8616 2.3688
H -1.3626 -3.0113 3.3225
H 0.0944 -3.8922 3.7906
Te 2.6787 0.5970 -2.1040
C 2.9806 0.1694 -4.1338
C 3.6780 1.0670 -4.9257
C 3.7980 0.7938 -6.2810
N 3.2764 -0.2802 -6.8695
C 2.6250 -1.1393 -6.0875
C 2.4492 -0.9671 -4.7219
C 0.8245 -0.4455 -1.9563
P 0.6034 -1.2915 -0.3705
C 1.6550 -2.8001 -0.3959
C 1.2251 -3.9568 0.2545
C 1.9854 -5.1166 0.2193
C 3.1860 -5.1434 -0.4746
C 3.6134 -4.0040 -1.1382
C 2.8557 -2.8418 -1.1004
C -1.0521 -2.0708 -0.4038
C -1.9574 -1.7051 0.5823
C -3.2391 -2.2274 0.6456
C -3.6167 -3.1623 -0.3073
C -2.7179 -3.5680 -1.2886
C -1.4440 -3.0283 -1.3355
P -0.5068 0.6463 -2.1887
C -0.1191 1.9841 -3.3476
C 0.2514 3.2448 -2.8868
C 0.6031 4.2414 -3.7817
C 0.5955 3.9852 -5.1469
C 0.2219 2.7347 -5.6146
C -0.1402 1.7390 -4.7195
C -1.8916 -0.2347 -2.9599
C -3.2116 0.0247 -2.6104
C -4.2475 -0.6104 -3.2824
C -3.9695 -1.4950 -4.3134
C -2.6517 -1.7563 -4.6682
C -1.6166 -1.1363 -3.9888
H 4.0990 1.9794 -4.5222
H 4.3275 1.4854 -6.9263
H 2.2166 -2.0154 -6.5792
H 1.8981 -1.6924 -4.1354
H 0.2711 -3.9831 0.7601
H 1.6263 -6.0041 0.7231
H 3.7754 -6.0496 -0.5112
H 4.5390 -4.0145 -1.6989
H 3.2093 -1.9686 -1.6303
H -1.6645 -1.0025 1.3773
H -3.9265 -1.9205 1.4212
H -4.6130 -3.5837 -0.2789
H -3.0186 -4.3039 -2.0222
H -0.7432 -3.3444 -2.0989
H 0.2624 3.4439 -1.8230
H 0.8838 5.2200 -3.4157
H 0.8728 4.7633 -5.8456
H 0.2107 2.5291 -6.6764
H -0.4393 0.7744 -5.1047
H -3.4326 0.7209 -1.8106
H -5.2728 -0.4080 -3.0025
H -4.7790 -1.9833 -4.8398
H -2.4322 -2.4495 -5.4697
H -0.5865 -1.3591 -4.2406
```

Löwdin population analysis, charges in e, atoms 1 to 99: number 1, Ti, carries 0.684; number 2, N, carries 0.054; number 3, N, carries -0.090; number 4, C, carries -0.364; number 5, N, carries 0.145; number 6, S, carries 0.427; number 7, H, carries 0.087; number 8, H, carries 0.086; number 9, H, carries 0.158; number 10, H, carries 0.129; number 11, H, carries 0.083; number 12, C, carries -0.165; number 13, Si, carries 0.393; number 14, C, carries -0.171; number 15, C, carries -0.149; number 16, N, carries -0.195; number 17, C, carries -0.340; number 18, C, carries -0.044; number 19, C, carries -0.064; number 20, C, carries -0.064; number 21, C, carries -0.035; number 22, C, carries -0.349; number 23, N, carries -0.171; number 24, Si, carries 0.421; number 25, C, carries -0.169; number 26, C, carries -0.152; number 27, C, carries -0.147; number 28, H, carries 0.044; number 29, H, carries 0.007; number 30, H, carries 0.029; number 31, H, carries 0.048; number 32, H, carries 0.030; number 33, H, carries 0.000; number 34, H, carries 0.045; number 35, H, carries 0.033; number 36, H, carries 0.031; number 37, H, carries 0.106; number 38, H, carries 0.110; number 39, H, carries 0.109; number 40, H, carries 0.097; number 41, H, carries 0.031; number 42, H, carries 0.034; number 43, H, carries 0.040; number 44, H, carries 0.041; number 45, H, carries 0.045; number 46, H, carries 0.028; number 47, H, carries -0.010; number 48, H, carries 0.042; number 49, H, carries 0.047; number 50, Te, carries 1.307; number 51, C, carries -0.545; number 52, C, carries -0.137; number 53, C, carries -0.147; number 54, N, carries 0.065; number 55, C, carries -0.144; number 56, C, carries -0.132; number 57, C, carries -0.873; number 58, P, carries 0.873; number 59, C, carries -0.339; number 60, C, carries -0.104; number 61, C, carries -0.066; number 62, C, carries -0.074; number 63, C, carries -0.071; number 64, C, carries -0.123; number 65, C, carries -0.398; number 66, C, carries -0.159; number 67, C, carries -0.061; number 68, C, carries -0.056; number 69, C, carries -0.054; number 70, C, carries -0.080; number 71, P, carries 0.531; number 72, C, carries -0.368; number 73, C, carries -0.132; number 74, C, carries -0.069; number 75, C, carries -0.065; number 76, C, carries -0.060; number 77, C, carries -0.068; number 78, C, carries -0.343; number 79, C, carries -0.084; number 80, C, carries -0.066; number 81, C, carries -0.068; number 82, C, carries -0.065; number 83, C, carries -0.113; number 84, H, carries 0.093; number 85, H, carries 0.107; number 86, H, carries 0.107; number 87, H, carries 0.080; number 88, H, carries 0.087; number 89, H, carries 0.109; number 90, H, carries 0.108; number 91, H, carries 0.109; number 92, H, carries 0.006; number 93, H, carries 0.050; number 94, H, carries 0.106; number 95, H, carries 0.112; number 96, H, carries 0.114; number 97, H, carries 0.124; number 98, H, carries 0.061; number 99, H, carries 0.107

3.
# C5H4

One molecule with the formula C5H4 in a non-equilibrium geometry (the ωB97M-V functional and the def2-TZVPD basis, the Open Molecules 2025 dataset).

The HOMO energy is -0.358 hartree. The gap between HOMO and LUMO is 0.3896 Ha. The electronic energy is -192.739657 hartree. The maximum force comes out at 3.31 eV/A. The calculation puts the lowest unoccupied orbital energy at 0.9 eV. As for the structure (SMILES): C#CCC#C.

Geometry as XYZ:
```
9
C5H4 | the Open Molecules 2025 dataset | the ωB97M-V functional and the def2-TZVPD basis
C -0.8618 -0.1786 2.1132
C -0.7046 -0.1005 0.9237
C -0.4070 -0.5188 -0.4251
C 0.6902 0.2537 -1.0807
C 1.5555 0.9125 -1.6105
H -1.1013 0.1525 3.0839
H -0.2401 -1.5483 0.1455
H -1.2998 -0.4234 -1.0814
H 2.3690 1.4509 -2.0685
```

List of Löwdin charges in e, atom by atom: number 1, C, carries 0.103; number 2, C, carries -0.205; number 3, C, carries -0.217; number 4, C, carries -0.130; number 5, C, carries 0.102; number 6, H, carries 0.019; number 7, H, carries 0.172; number 8, H, carries 0.127; number 9, H, carries 0.030

4.
# C5H10O

C5H10O as an isolated structure (the ωB97M-V functional and the def2-TZVPD basis, the Open Molecules 2025 dataset).

The HOMO energy is -0.310 hartree. The gap between HOMO and LUMO is 0.3151 Ha. The electronic energy is -271.566639 hartree. The maximum force comes out at 0.37 eV/A. The calculation puts the lowest unoccupied orbital energy at 0.2 eV.

Geometry as XYZ:
```
16
C5H10O | the Open Molecules 2025 dataset | the ωB97M-V functional and the def2-TZVPD basis
C -0.8899 -0.9695 0.5434
C -1.5660 0.0517 -0.1079
C -0.4716 1.7082 0.0115
O 0.6948 1.6780 -0.4546
C 1.8996 -0.0575 -0.2209
C 1.1751 -1.2138 -0.2775
H -0.8868 -1.9839 0.1714
H -0.7315 -0.8717 1.6190
H -1.8180 -0.1154 -1.1549
H -2.3138 0.5978 0.4587
H -0.6022 1.8016 1.1078
H -1.2426 2.2288 -0.5772
H 2.3394 0.2572 0.7215
H 2.2740 0.4307 -1.1084
H 1.2594 -1.9430 0.5203
H 0.8801 -1.5992 -1.2523
```

List of Löwdin charges in e, atom by atom: number 1, C, carries -0.072; number 2, C, carries -0.164; number 3, C, carries -0.284; number 4, O, carries -0.141; number 5, C, carries -0.048; number 6, C, carries -0.130; number 7, H, carries 0.067; number 8, H, carries 0.090; number 9, H, carries 0.091; number 10, H, carries 0.086; number 11, H, carries 0.098; number 12, H, carries 0.099; number 13, H, carries 0.084; number 14, H, carries 0.076; number 15, H, carries 0.069; number 16, H, carries 0.078